Molecular formula: C6H37O14
Method: DFT, ωB97M-V/def2-TZVPD

Last column: Löwdin charge in e.
Element x y z (Å)
1 C -0.418 -1.404 -1.440  -0.254
2 O -0.130 -1.308 -2.828  -0.130
3 C -0.427 -0.078 -0.700  -0.177
4 C -0.694 -0.212 0.779  -0.144
5 C -1.817 0.424 1.609  -0.323
6 C -2.441 -0.418 2.435  -0.005
7 C -2.093 1.875 1.636  -0.055
8 H 0.341 -2.059 -1.004  0.110
9 H -1.425 -1.840 -1.350  0.099
10 H -0.976 0.713 -1.234  0.075
11 H 0.572 0.349 -0.876  0.080
12 H 0.188 0.132 1.332  0.107
13 H -0.771 -1.281 1.023  0.082
14 H -3.313 -0.203 3.052  0.066
15 H -2.147 -1.445 2.639  0.038
16 H -2.609 2.008 2.599  0.081
17 H -2.805 2.378 0.956  0.086
18 H -1.230 2.539 1.522  0.068
19 H -3.766 -1.588 0.954  0.028
20 H -2.980 -2.416 -0.045  0.043
21 O -3.703 -1.777 0.007  -0.056
22 H 3.172 0.936 3.947  0.035
23 H 3.809 0.445 2.519  0.023
24 O 3.449 0.194 3.408  -0.094
25 H -0.269 0.340 -3.579  0.019
26 H 0.145 1.601 -2.859  -0.018
27 O -0.464 1.300 -3.570  -0.106
28 H -1.193 -4.399 1.998  0.041
29 H -0.655 -3.054 2.577  0.028
30 O -1.449 -3.597 2.465  -0.067
31 H -2.700 1.965 -1.327  0.014
32 H -1.696 2.154 -2.474  0.035
33 O -1.869 2.437 -1.556  -0.119
34 H -1.039 3.271 -0.198  -0.010
35 H -0.225 4.422 -0.777  0.055
36 O -0.327 3.905 0.031  -0.092
37 H 3.791 0.352 -1.513  0.051
38 H 2.749 -0.865 -1.566  -0.004
39 O 2.981 0.094 -1.054  -0.180
40 H 0.596 2.703 -0.962  0.015
41 H 1.718 1.759 -1.355  0.024
42 O 1.091 2.390 -1.750  -0.072
43 H -3.403 -0.125 -1.794  0.060
44 H -3.795 0.122 -0.433  0.025
45 O -3.804 0.596 -1.284  -0.057
46 H 2.942 -2.214 -3.025  -0.001
47 H 0.883 -1.366 -2.839  0.044
48 O 2.330 -1.900 -2.352  -0.310
49 H 2.261 -1.108 2.603  0.013
50 H 2.082 -1.346 1.177  0.021
51 O 1.610 -1.525 2.006  -0.072
52 H 3.440 -2.488 -0.862  -0.014
53 H 3.070 -3.131 0.493  0.017
54 O 3.806 -2.741 0.008  -0.087
55 H 3.335 1.017 0.261  -0.001
56 H 2.772 2.012 1.432  0.051
57 O 3.499 1.454 1.139  -0.086

Output
* 2S+1: 1
* Kohn-Sham gap: 9.04 eV
* charge: -1
* highest occupied orbital energy: -0.2365 hartree
* ΔE to the lowest compared entry with this formula, charge and spin: 0.000 eV

---

Molecular formula: C6H38N2O11
Method: DFT, ωB97M-V/def2-TZVPD

Last column: Löwdin charge in e.
Element x y z (Å)
1 N -2.662 1.193 -1.857  -0.004
2 C -1.749 1.692 -0.800  -0.219
3 C -1.197 0.459 -0.109  -0.182
4 N -0.284 -0.169 -1.092  -0.173
5 C 1.084 0.300 -0.952  -0.099
6 C -1.839 -1.985 -1.822  -0.068
7 C -0.481 -1.636 -1.256  -0.394
8 C -0.290 -2.318 0.096  -0.056
9 H -3.069 1.995 -2.297  0.068
10 H -2.216 0.629 -2.569  0.054
11 H -2.317 2.266 -0.073  0.087
12 H -1.006 2.296 -1.318  0.107
13 H -1.974 -0.211 0.224  0.103
14 H -0.537 0.682 0.737  0.105
15 H 1.963 -0.347 -0.913  0.068
16 H 1.219 0.891 -1.870  0.084
17 H 1.278 0.966 -0.110  0.059
18 H -2.112 -1.581 -2.806  0.076
19 H -2.691 -1.699 -1.204  0.063
20 H -1.817 -3.047 -2.085  0.085
21 H 0.258 -2.044 -1.945  0.116
22 H -0.988 -1.933 0.849  0.065
23 H 0.704 -2.187 0.513  0.056
24 H -0.612 -3.359 0.095  0.080
25 H 2.153 2.656 -0.339  0.009
26 H 3.661 2.272 0.115  0.027
27 O 2.969 2.944 0.073  -0.058
28 H -1.265 3.513 2.013  0.003
29 H -2.645 3.101 2.829  0.044
30 O -2.027 2.942 2.118  -0.037
31 H 3.627 -0.571 0.808  -0.009
32 H 4.889 0.122 0.895  0.053
33 O 4.108 0.122 0.325  -0.074
34 H 1.354 -1.668 2.685  0.014
35 H 1.459 -0.232 2.594  0.050
36 O 1.944 -1.004 2.275  -0.079
37 H -4.380 0.250 -1.280  -0.013
38 H -5.413 0.283 -0.250  0.023
39 O -5.088 -0.331 -0.922  -0.101
40 H 3.014 -1.633 -2.552  0.030
41 H 1.682 -1.262 -3.232  0.012
42 O 2.412 -1.887 -3.259  -0.052
43 H -3.396 -2.082 2.972  0.049
44 H -3.173 -1.258 4.262  0.047
45 O -2.847 -2.007 3.758  -0.050
46 H 0.442 2.241 -4.310  0.031
47 H -0.818 1.597 -4.876  0.028
48 O 0.119 1.438 -4.730  -0.056
49 H -0.782 -2.609 3.771  0.039
50 H 0.094 -1.857 4.736  0.061
51 O -0.194 -1.846 3.816  -0.060
52 H 0.415 3.628 2.016  0.014
53 H 1.638 3.895 1.198  0.014
54 O 0.706 4.164 1.271  -0.057
55 H 3.976 -3.412 0.691  0.052
56 H 3.461 -2.586 1.860  0.011
57 O 4.137 -2.602 1.185  -0.044

Output
* 2S+1: 1
* Kohn-Sham gap: 7.91 eV
* highest occupied orbital energy: -0.2934 hartree
* ΔE to the lowest compared entry with this formula, charge and spin: 3.682 eV
* SMILES string: CC(C)N(C)CCN.O.O.O.O.O.O.O.O.O.O.O

---

Molecular formula: C6H38NO13
Method: DFT, ωB97M-V/def2-TZVPD

Last column: Mulliken spin population.
Element x y z (Å)
1 C 0.649 0.023 0.587  0.053
2 N 0.283 -0.354 -0.761  0.460
3 C 0.875 -1.585 -1.137  0.005
4 C 0.470 -3.027 -0.404  0.097
5 C -0.794 -2.983 0.257  0.006
6 O -1.519 -1.840 0.252  0.340
7 C 1.311 1.455 0.466  0.043
8 C 1.815 2.112 1.727  0.006
9 H -0.211 0.047 1.304  -0.010
10 H 1.347 -0.643 1.106  0.003
11 H -0.787 -0.403 -0.773  -0.035
12 H 0.895 -1.716 -2.245  0.011
13 H 1.942 -1.527 -0.828  0.019
14 H 0.232 -3.731 -1.294  0.002
15 H 1.301 -3.316 0.142  -0.004
16 H -1.410 -3.802 -0.255  0.021
17 H -0.800 -3.201 1.406  0.019
18 H 1.878 1.592 -0.525  -0.004
19 H 0.353 1.958 0.213  -0.019
20 H 2.003 1.395 2.559  -0.001
21 H 1.228 2.855 2.322  0.001
22 H 2.720 2.687 1.611  0.001
23 H -1.518 1.663 -2.380  -0.001
24 H -0.584 0.871 -3.082  0.000
25 O -0.811 1.860 -3.044  0.005
26 H -1.261 0.760 4.160  0.000
27 H -1.071 1.922 3.171  0.000
28 O -0.866 1.618 3.940  0.000
29 H -2.104 -2.405 -1.596  -0.002
30 H -3.209 -1.303 -1.560  0.000
31 O -2.747 -1.993 -2.171  0.000
32 H 3.149 -1.803 0.346  0.001
33 H 2.863 -2.363 1.785  0.000
34 O 3.592 -2.135 1.268  0.000
35 H 0.915 -2.785 3.194  0.000
36 H 0.576 -1.428 2.293  -0.005
37 O 1.315 -2.113 2.676  0.004
38 H -1.201 -1.183 -2.933  -0.002
39 H -1.635 -0.684 -4.212  0.000
40 O -0.847 -0.849 -3.742  0.000
41 H -2.156 0.269 -0.082  -0.002
42 H -3.403 1.365 -0.601  0.000
43 O -2.672 0.810 -0.795  -0.003
44 H -1.975 -0.965 1.093  -0.011
45 H -2.617 -0.664 2.594  0.000
46 O -2.343 -0.200 1.872  0.003
47 H 2.336 2.528 -2.708  0.000
48 H 0.938 2.998 -2.496  0.000
49 O 1.855 3.316 -2.516  0.000
50 H -0.450 3.684 0.387  -0.001
51 H -0.333 4.367 -0.929  0.000
52 O -0.905 3.751 -0.401  0.000
53 H 4.146 -1.365 -0.727  0.000
54 H 3.550 0.046 -0.910  0.000
55 O 4.327 -0.448 -1.112  0.001
56 H -2.858 1.605 1.574  0.000
57 H -2.682 2.859 0.627  0.000
58 O -3.094 2.394 1.285  0.000

Output
* 2S+1: 2
* Kohn-Sham gap (alpha / beta): 10.65 / 6.37 eV
* highest occupied orbital energy (alpha / beta): -0.4020 / -0.3913 hartree
* ΔE to the lowest compared entry with this formula, charge and spin: 7.311 eV